# 1
Here is a 2-piece molecular cluster, C4H5NO overall at a distorted geometry from the OMol25 dataset. Energies are from wB97M-V/def2-TZVPD.

Calculated values
E_LUMO (eV): 0.83
Kohn-Sham gap (hartree): 0.4581
ΔE to the lowest compared entry with this formula, charge and spin (eV): 0.576
Total charge: 0

Positions of all 11 atoms, in Å:
C: 0.47597 0.69130 -0.89500
C: -0.51963 -0.47287 -0.90158
C: 0.73289 0.76271 2.36197
O: 0.53986 0.22546 3.34032
C: -0.77721 -1.11587 0.39252
N: -1.02301 -1.65585 1.38502
H: 0.13484 1.51974 -0.27224
H: 0.58899 1.05482 -1.92041
H: 1.45794 0.38208 -0.53183
H: -0.17025 -1.25863 -1.57482
H: -1.48670 -0.13550 -1.28051

Atomic forces in eV per Å
C 0.0 0.0 0.0
C 0.0 0.0 -0.1
C -0.2 -0.6 1.2
O 0.3 0.6 -1.0
C -0.2 -0.4 0.8
N 0.3 0.5 -0.9
H 0.0 -0.1 -0.1
H 0.0 -0.1 0.1
H -0.1 0.0 0.0
H 0.0 0.0 0.0
H 0.0 0.0 0.0

---

# 2
Here is one molecule with the formula C4H7NO2 from the OMol25 dataset. Energies are from wB97M-V/def2-TZVPD.

Calculated values
E_LUMO (eV): 0.80
SMILES: [H]/N=C(\C)OCC=O
Kohn-Sham gap (hartree): 0.3823
ΔE to the lowest compared entry with this formula, charge and spin (eV): 1.530
Total charge: 0

Positions of all 14 atoms, in Å:
H: -0.87820 1.81940 -1.02378
N: -0.18941 1.13232 -0.72876
C: -0.73876 0.09312 -0.25807
C: -2.19946 -0.19710 -0.07758
O: 0.01020 -0.94994 0.17299
C: 1.30738 -0.63951 0.66653
C: 2.19533 0.25602 -0.18630
O: 2.98134 0.99817 0.35239
H: -2.39690 -0.39143 0.98131
H: -2.80857 0.64935 -0.40132
H: -2.48011 -1.09492 -0.63652
H: 1.22104 -0.18026 1.65865
H: 1.81338 -1.60712 0.76454
H: 2.16273 0.11190 -1.28407

Atomic forces in eV per Å
H 0.1 -0.1 0.1
N -0.2 -0.2 0.2
C -0.1 0.2 -0.1
C -0.1 0.0 0.0
O -0.1 0.0 0.0
C 0.2 0.1 0.1
C 0.2 0.1 0.2
O -0.3 -0.3 -0.4
H 0.0 0.0 -0.2
H 0.1 -0.2 0.0
H 0.0 0.1 0.1
H 0.1 0.0 -0.2
H -0.1 0.2 0.0
H 0.0 0.0 0.2

---

# 3
Here is one molecule with the formula C30H37N3O at a distorted geometry from the OMol25 dataset. Energies are from wB97M-V/def2-TZVPD.

Calculated values
E_LUMO (eV): -2.39
Kohn-Sham gap (hartree): 0.1118
ΔE to the lowest compared entry with this formula, charge and spin (eV): 0.468
Total charge: 0

Positions of all 71 atoms, in Å:
C: 2.18495 1.20831 -0.55519
C: 1.69740 1.67282 -1.86259
N: 1.21196 2.08689 -2.84149
N: 3.71443 0.99163 -0.68375
C: 4.55812 1.38417 0.33467
C: 5.91217 1.05318 0.29689
C: 6.46582 0.43830 -0.83476
C: 5.61717 0.27430 -1.93514
C: 4.26554 0.59868 -1.86273
H: 2.18195 2.07053 0.10845
H: 4.10060 1.95257 1.15538
H: 6.53211 1.33884 1.13727
H: 7.50076 0.12227 -0.86146
H: 5.96043 -0.15871 -2.86337
H: 3.61463 0.54752 -2.74427
C: 1.94855 -6.00483 -2.32055
N: 1.14902 -5.43843 -1.24561
C: 0.19140 -6.35666 -0.62992
C: 1.20302 -4.10010 -0.94727
C: 0.42234 -3.56396 0.11565
C: 0.46958 -2.19925 0.36359
C: 1.26158 -1.30308 -0.37180
C: 1.29055 0.17896 0.08680
C: -0.16397 0.78022 0.24021
C: -0.29276 2.15710 0.48047
C: -1.46146 2.75995 0.87425
C: -1.51369 4.25889 1.15555
C: -2.58258 4.91255 0.27630
C: -0.18397 4.95696 0.85466
C: -1.84971 4.52236 2.62791
C: -2.64344 1.92331 1.08243
O: -3.66454 2.40100 1.62815
C: -2.59313 0.52749 0.62443
C: -3.86606 -0.31439 0.80109
C: -4.32417 -0.34185 2.27596
C: -3.69249 -1.75815 0.36031
C: -5.03357 0.28279 -0.00456
C: -1.39053 0.05782 0.11535
C: 2.00296 -1.83128 -1.43742
C: 2.02873 -3.20187 -1.68128
H: 3.00522 -5.78657 -2.15007
H: 1.80620 -7.08908 -2.30639
H: 1.65583 -5.60286 -3.30098
H: -0.85664 -6.06027 -0.76964
H: 0.33879 -7.34080 -1.08155
H: 0.37510 -6.45208 0.44453
H: -0.22551 -4.19694 0.72431
H: -0.18957 -1.80653 1.13694
H: 1.63535 0.09457 1.11392
H: 0.57074 2.78689 0.33805
H: -3.56101 4.48949 0.51155
H: -2.60921 5.99449 0.45201
H: -2.36025 4.73221 -0.78094
H: 0.61328 4.60002 1.52181
H: 0.12464 4.81090 -0.19060
H: -0.27609 6.04134 1.01462
H: -1.08164 4.08076 3.27268
H: -1.89498 5.60402 2.81141
H: -2.81548 4.07203 2.86924
H: -4.55490 0.67359 2.61973
H: -5.23049 -0.96219 2.34477
H: -3.54175 -0.77418 2.91305
H: -3.47237 -1.82847 -0.70638
H: -2.90878 -2.26143 0.93051
H: -4.63435 -2.28688 0.54590
H: -4.78701 0.31961 -1.07272
H: -5.92020 -0.35284 0.12979
H: -5.26548 1.29244 0.35220
H: -1.38880 -0.90797 -0.42000
H: 2.55770 -1.17105 -2.10891
H: 2.66201 -3.59909 -2.47141

Atomic forces in eV per Å
C 1.1 0.9 -0.8
C -1.4 0.9 -1.8
N 1.4 -1.0 1.9
N 0.7 0.6 -0.3
C -0.5 -0.9 -0.5
C -0.3 0.3 -0.2
C -1.3 0.2 0.0
C -0.2 -0.1 0.2
C 0.2 -0.4 0.6
H -0.3 0.1 0.0
H 0.2 -0.6 -0.3
H -0.1 -0.1 0.0
H -0.1 0.1 0.0
H 0.2 0.2 0.0
H 0.2 -0.1 0.6
C -0.1 0.4 0.2
N -0.1 -0.9 -0.3
C 0.2 0.4 0.2
C 0.0 0.5 0.3
C 0.4 0.3 -0.7
C 0.0 -0.1 0.3
C 0.3 0.5 -0.6
C -1.9 -1.8 0.6
C 0.1 0.2 -1.2
C 0.0 -0.4 0.5
C -0.1 -0.4 -0.1
C -0.1 0.1 0.0
C -0.2 0.0 -0.1
C 0.2 0.1 -0.1
C -0.1 -0.1 0.1
C 0.3 0.1 0.2
O -0.3 0.2 -0.1
C 0.5 0.8 0.1
C -0.2 0.4 -0.1
C 0.1 0.2 0.1
C 0.0 -0.1 -0.1
C 0.0 0.1 -0.1
C 0.4 -0.5 0.0
C -0.2 0.1 0.6
C -0.5 -0.6 0.0
H 0.1 -0.1 -0.1
H 0.2 0.3 -0.2
H 0.1 -0.1 0.1
H 0.2 0.1 -0.1
H -0.2 0.2 0.2
H -0.1 0.0 0.0
H 0.2 0.2 -0.3
H 0.4 -0.1 0.0
H 0.4 0.2 0.4
H 0.0 0.2 0.3
H 0.1 0.0 -0.1
H 0.0 -0.1 0.0
H -0.1 0.1 0.1
H -0.1 0.0 -0.1
H 0.0 0.0 0.2
H -0.1 -0.3 0.0
H -0.1 0.1 0.0
H 0.0 -0.1 0.0
H 0.2 0.1 0.0
H 0.1 -0.4 -0.1
H 0.2 0.1 0.1
H -0.1 0.0 0.0
H 0.1 -0.1 0.0
H 0.1 0.0 0.0
H 0.1 0.0 -0.1
H -0.1 0.0 0.1
H 0.1 0.1 -0.1
H 0.1 -0.2 -0.1
H 0.1 0.4 0.7
H -0.1 -0.3 0.3
H -0.2 0.2 0.1

---

# 4
Here is C27H61BeClN4O7 as an isolated structure at a distorted geometry from the OMol25 dataset. Energies are from wB97M-V/def2-TZVPD.

Calculated values
E_LUMO (eV): -11.27
Kohn-Sham gap (hartree): 0.0616
ΔE to the lowest compared entry with this formula, charge and spin (eV): 4.705
Total charge: +2

Positions of all 101 atoms, in Å:
Be: 3.52122 -0.00726 5.24574
N: 0.47594 -1.69933 -0.35965
H: -0.11376 -1.06337 0.15796
H: 0.57127 -1.42777 -1.32777
H: 0.17148 -2.64583 -0.18205
H: 1.43060 -1.61138 -0.04186
Cl: 0.02890 0.26621 3.06675
O: 1.08931 0.69734 4.00886
O: -1.13912 0.98923 3.48526
O: 0.37395 0.40727 1.69662
O: -0.31635 -1.09113 3.30046
C: 0.91455 -4.61160 2.31000
C: -0.01166 -5.37869 1.32588
C: -1.47021 -5.33053 2.02691
C: -2.61705 -5.69907 1.09598
C: -2.67436 -4.83740 -0.11119
C: -1.32143 -4.90516 -0.92333
N: -0.10623 -4.63978 0.00255
O: 1.08109 -4.54609 -0.62626
C: -1.17296 -6.17847 -1.71066
C: -1.47731 -3.82340 -1.90054
C: 0.40598 -6.87026 1.07748
H: 1.95672 -4.73734 2.01645
H: 0.73675 -5.03195 3.29985
H: 0.62846 -3.56914 2.44981
H: -1.50008 -5.93718 2.93200
H: -1.68208 -4.31321 2.35597
H: -3.50570 -5.42648 1.66527
H: -2.67791 -6.76839 0.89364
H: -2.68300 -3.83099 0.30734
H: -3.58878 -4.99936 -0.68189
H: -1.50126 -7.07421 -1.18342
H: -1.77406 -6.08993 -2.61561
H: -0.19541 -6.34655 -2.16261
H: -1.62725 -2.82942 -1.47910
H: -0.62576 -3.86215 -2.57985
H: -2.43235 -3.89736 -2.42069
H: 0.78119 -7.39263 1.95751
H: 1.25060 -6.83114 0.38959
H: -0.40176 -7.48464 0.67975
H: 1.08472 -5.48614 -0.82093
C: 2.41264 -0.94597 -5.04432
C: 2.29359 -0.59886 -3.49429
C: 3.22733 0.53713 -3.19795
C: 2.75938 1.93923 -3.58155
C: 1.35366 2.15015 -2.88069
C: 0.30868 0.96357 -3.09909
N: 0.93580 -0.36934 -2.93266
O: 0.04031 -1.38159 -3.11998
C: -0.80150 1.03338 -2.01763
C: -0.38170 1.17146 -4.44653
C: 2.86558 -1.86334 -2.79832
H: 1.96378 -0.12546 -5.60413
H: 1.86833 -1.83414 -5.36524
H: 3.47201 -1.06478 -5.27174
H: 3.25367 0.62932 -2.11217
H: 4.26820 0.32155 -3.43920
H: 2.57387 1.92746 -4.65559
H: 3.42006 2.79340 -3.43324
H: 0.85083 3.08266 -3.13701
H: 1.42114 2.26172 -1.79851
H: -1.64660 0.34787 -2.08072
H: -0.42416 0.85716 -1.01032
H: -1.27973 2.00299 -1.87884
H: 0.35225 0.89423 -5.20321
H: -1.32699 0.62878 -4.45128
H: -0.64686 2.22702 -4.50624
H: 2.22011 -2.73955 -2.73733
H: 3.11561 -1.63651 -1.76192
H: 3.81277 -2.10101 -3.28253
H: -0.06750 -1.45993 -4.07069
C: -2.42059 5.31038 4.73692
C: -1.89220 5.10804 3.22849
C: -2.19027 6.42931 2.49114
C: -1.35142 6.58752 1.16812
C: 0.15444 6.55415 1.42388
C: 0.50919 5.26874 2.17895
N: -0.40846 4.92909 3.37355
O: -0.00026 3.86820 4.12902
C: 0.75764 4.04250 1.20176
C: 1.96896 5.44669 2.69585
C: -2.66505 3.94044 2.60675
H: -1.76982 6.00175 5.27227
H: -2.34089 4.32077 5.18683
H: -3.44908 5.67078 4.71640
H: -3.21251 6.52114 2.12411
H: -2.04184 7.29403 3.13793
H: -1.71367 7.54519 0.79430
H: -1.74054 5.76952 0.56185
H: 0.46243 7.41496 2.01738
H: 0.75658 6.59192 0.51608
H: -0.12546 3.44236 0.98257
H: 1.11504 4.33971 0.21584
H: 1.47165 3.33781 1.62803
H: 2.71721 5.91845 2.05893
H: 1.83647 6.00155 3.62465
H: 2.41063 4.52633 3.07791
H: -3.63177 4.29484 2.24903
H: -2.74877 3.04889 3.22823
H: -2.28115 3.54046 1.66828
H: -0.27814 3.20102 3.49716

Atomic forces in eV per Å
Be -0.8 0.2 -0.4
N 0.9 0.4 0.7
H -0.1 0.4 0.2
H -0.5 0.1 -0.9
H -0.5 -1.3 -0.1
H 0.3 0.0 0.7
Cl -1.3 -2.1 2.7
O 0.7 0.1 -0.9
O 0.0 2.1 -0.9
O 0.7 1.3 -0.8
O 0.8 -1.1 -0.1
C -0.3 -0.9 -0.5
C -2.0 0.0 0.7
C 1.1 0.1 -1.4
C -0.7 -0.5 1.3
C 2.1 0.0 0.5
C -0.6 -0.5 1.3
N -4.8 2.0 3.0
O 0.9 -1.2 -1.1
C -0.4 -0.9 -0.6
C 0.3 1.6 -1.2
C 0.2 1.0 0.3
H 0.1 0.2 0.2
H 0.3 -0.3 0.0
H 0.0 0.1 -0.5
H 0.3 -0.2 -0.1
H 0.3 0.3 0.0
H -0.3 -0.5 0.1
H 0.1 -0.1 -0.1
H -0.3 0.4 -0.3
H 0.4 -0.1 -0.4
H 0.2 0.0 0.0
H -0.4 -0.1 0.1
H 0.4 0.0 0.4
H 0.6 0.1 0.4
H -0.2 0.5 -0.4
H 0.2 -0.6 -0.4
H -0.1 0.3 0.2
H 0.1 -0.5 -0.2
H 0.1 0.3 -0.1
H 2.0 -0.5 -1.2
C -1.1 0.9 0.8
C 0.1 -2.6 -1.4
C 0.4 1.6 2.0
C -2.3 -0.4 -0.8
C 0.0 -1.0 0.2
C -0.7 0.9 0.5
N 2.1 2.4 0.9
O -0.5 -0.8 -0.8
C 0.0 0.4 1.1
C 0.4 0.0 0.5
C 0.3 0.6 0.5
H 0.5 0.0 -0.3
H 0.1 -0.2 0.3
H -0.2 0.1 -0.2
H 0.2 -0.4 0.5
H -0.2 -0.2 -0.6
H -0.1 0.2 -0.2
H 0.2 -0.4 0.5
H 0.1 -0.1 -0.6
H 0.7 -0.3 0.3
H 0.2 -0.3 -0.7
H 0.6 -0.1 0.1
H 0.2 0.4 -0.6
H -0.7 0.1 -0.5
H 0.2 -0.3 -0.6
H 0.1 -0.1 -0.3
H -0.1 0.1 -0.6
H 0.1 0.2 0.2
H -0.1 -0.3 0.0
H -0.4 -0.4 -0.6
C 0.7 -0.9 -0.9
C -0.4 1.9 1.8
C 1.4 0.2 -1.2
C -0.9 0.3 1.3
C -1.4 -0.5 0.5
C 2.4 -0.1 0.1
N -0.4 0.1 -3.0
O -0.3 1.7 -0.9
C -1.3 -1.3 0.1
C -0.3 0.0 2.3
C 0.2 -1.2 -0.9
H -0.2 0.1 -0.1
H -0.3 0.2 0.3
H 0.1 -0.1 -0.1
H -0.2 -0.6 0.6
H 0.2 -0.1 0.2
H 0.4 -0.1 -0.6
H 0.5 0.1 -0.6
H -0.1 0.0 0.1
H -0.1 -0.2 0.0
H -0.4 0.1 0.1
H 0.2 0.6 0.3
H 0.0 0.2 0.1
H -0.7 0.1 -0.3
H 0.5 0.7 -0.1
H -0.2 -0.2 -0.4
H -0.2 0.2 0.8
H -0.2 0.3 0.3
H 0.7 0.3 -0.1
H -0.2 -2.3 0.2

---

no.,total energy (Eh)
1,-285.39343
2,-361.82462
3,-1404.71507
4,-2284.73298